# 1
The following is a DFT calculation (ωB97M-V/def2-TZVPD) of a single C22H30N4O2 molecule in a non-equilibrium geometry.

Computed properties:
Energy relative to the best compared isomer or geometry (same formula, charge and spin) ... 2.377 eV
E_LUMO ... -0.17 eV
SMILES ... CC[C@H]1CCCCN1CCCNC(=O)Cn1nc(-c2ccccc2)ccc1=O

```
58
C22H30N4O2, DFT ωB97M-V/def2-TZVPD
O -1.81 3.23 0.37
O -0.27 -0.92 -0.11
N -2.76 1.19 0.68
N 4.05 -0.04 -0.56
N -3.75 0.34 0.60
N -0.03 1.30 -0.55
C 2.94 0.74 -0.05
C -5.58 -1.67 -0.02
C 3.81 -2.83 0.32
C -5.95 -0.33 0.07
C 2.93 -2.27 -0.79
C 3.64 -1.10 -1.48
C -7.31 0.00 0.10
C 0.95 1.17 -1.60
C 2.33 1.64 -1.14
C -6.54 -2.66 -0.08
C 6.28 1.54 0.53
C -7.89 -2.32 -0.05
C -4.91 0.70 0.13
C -2.81 2.52 0.29
C -4.09 2.93 -0.21
C -0.53 0.25 0.11
C -1.53 0.65 1.22
C 5.59 0.45 1.34
C -5.12 2.05 -0.30
C 4.95 -0.61 0.44
C 4.27 -1.72 1.26
C -8.26 -1.00 0.04
H 6.71 2.29 1.19
H -1.78 -0.24 1.80
H 0.97 0.12 -1.89
H 3.41 -1.30 1.80
H -9.31 -0.73 0.07
H -7.62 1.03 0.20
H -1.07 1.41 1.86
H 4.97 -2.11 2.00
H 3.32 1.37 0.75
H 2.14 0.12 0.38
H 3.26 -3.60 0.89
H 4.69 -3.31 -0.12
H 4.86 0.89 2.01
H -6.24 -3.69 -0.15
H -4.53 -1.91 -0.04
H -8.64 -3.10 -0.10
H 4.55 -1.47 -1.96
H 7.07 1.12 -0.08
H -6.07 2.35 -0.70
H -0.32 2.23 -0.27
H 2.71 -3.05 -1.53
H 6.33 -0.06 1.97
H 1.97 -1.94 -0.38
H 3.01 1.67 -1.99
H 3.00 -0.67 -2.25
H 0.62 1.77 -2.46
H -4.19 3.96 -0.53
H 5.57 2.03 -0.13
H 2.23 2.66 -0.77
H 5.76 -1.07 -0.14
```

Atomic partial charges in e from the Löwdin method, atoms 1 to 6: number 1, O, carries 0.0240; number 2, O, carries 0.0543; number 3, N, carries -0.0365; number 4, N, carries -0.1369; number 5, N, carries 0.1699; number 6, N, carries 0.0770


# 2
The following is a DFT calculation (ωB97M-V/def2-TZVPD) of a 2-piece molecular cluster, C10H16O overall in a non-equilibrium geometry.

Computed properties:
Energy relative to the best compared isomer or geometry (same formula, charge and spin) ... 1.474 eV
E_LUMO ... 0.87 eV
SMILES ... Cc1ccc(O)cc1.CCC

```
27
C10H16O, DFT ωB97M-V/def2-TZVPD
O -1.75 1.71 -1.83
C 2.83 2.08 -0.18
C -1.77 0.70 -0.91
C 3.58 -0.16 0.82
C -0.75 -0.31 0.97
C -0.93 -2.78 1.39
C -2.52 -0.45 -1.14
C 3.99 1.13 0.14
C -1.37 -1.51 0.73
C -0.99 0.84 0.22
C -2.32 -1.54 -0.29
H 4.29 -0.97 0.66
H -0.68 1.82 0.53
H 0.13 -0.32 1.61
H -0.04 -3.22 0.92
H 2.29 2.40 0.72
H 2.62 -0.60 0.48
H 3.12 2.97 -0.74
H -0.79 -2.65 2.46
H -3.12 -2.28 -0.24
H 4.82 1.56 0.71
H -2.40 1.58 -2.53
H 4.44 0.95 -0.85
H 3.26 -0.04 1.85
H -3.14 -0.56 -2.02
H -1.66 -3.59 1.24
H 2.16 1.45 -0.78
```

Atomic partial charges in e from the Löwdin method, atoms 1 to 6: number 1, O, carries 0.0469; number 2, C, carries -0.1219; number 3, C, carries -0.3312; number 4, C, carries -0.1398; number 5, C, carries -0.0505; number 6, C, carries -0.0600


# 3
The following is a DFT calculation (ωB97M-V/def2-TZVPD) of a 7-piece molecular cluster, C28H40FN7O2S overall in a non-equilibrium geometry.

Computed properties:
Energy relative to the best compared isomer or geometry (same formula, charge and spin) ... 0.000 eV
E_LUMO ... 0.04 eV
SMILES ... CC[C@H](C)NS(=O)(=O)F.c1cc[nH]c1.c1cc[nH]c1.c1cc[nH]c1.c1cc[nH]c1.c1cc[nH]c1.c1cc[nH]c1

```
79
C28H40FN7O2S, DFT ωB97M-V/def2-TZVPD
S -0.08 -1.05 -3.38
F 1.00 0.06 -3.41
O -0.09 -1.61 -4.67
O 0.14 -1.91 -2.31
N -1.95 -6.96 5.70
N 0.18 -1.26 3.28
N 5.00 4.71 -2.51
N -0.45 5.18 -1.60
N -1.42 -0.11 -3.17
N 2.87 1.49 -1.84
N -1.51 -4.65 0.48
C -0.84 7.21 -2.38
C -3.95 1.07 -3.68
C 4.16 5.79 -2.43
C 0.96 -0.17 2.99
C 4.60 6.74 -3.30
C -2.50 -5.50 0.91
C -0.74 -4.27 1.54
C -3.58 -7.96 6.81
C 0.31 6.69 -3.03
C -2.28 -6.12 6.72
C -2.73 -1.21 -1.36
C 1.15 -0.67 5.18
C -2.73 -8.08 5.74
C 3.52 2.80 -0.18
C -2.59 -0.97 -2.84
C -2.36 -5.66 2.26
C 1.58 0.22 4.15
C 4.12 1.07 -1.49
C -1.24 -4.88 2.66
C 5.97 4.96 -3.44
C -3.90 -0.45 -3.47
C 0.29 -1.57 4.61
C 5.75 6.22 -3.95
C 2.50 2.54 -1.06
C -1.29 6.26 -1.51
C 0.53 5.43 -2.53
C 4.55 1.86 -0.45
C -3.30 -6.71 7.43
H -1.87 -1.73 -0.95
H -1.23 -6.79 5.02
H 3.32 5.78 -1.75
H 3.53 3.57 0.58
H -2.13 6.25 -0.83
H -2.42 -1.95 -3.29
H 1.01 0.23 1.99
H 2.26 1.04 4.25
H -1.29 8.18 -2.54
H -4.92 1.47 -3.44
H 2.31 1.09 -2.58
H -3.57 -1.88 -1.21
H -4.32 -8.68 7.11
H -3.80 1.27 -4.74
H -2.98 -6.27 2.89
H 1.45 -0.65 6.21
H 4.59 0.24 -1.99
H -1.78 -5.18 6.86
H 6.35 6.71 -4.70
H 1.55 3.02 -1.19
H -3.16 1.61 -3.17
H -2.89 -0.29 -0.80
H 1.29 4.70 -2.75
H -0.25 -2.40 5.03
H 6.73 4.23 -3.66
H -4.70 -0.77 -2.81
H 4.92 3.86 -1.98
H -1.38 -4.35 -0.47
H 4.15 7.70 -3.46
H 0.92 7.17 -3.78
H -4.03 -0.94 -4.42
H -1.52 0.34 -4.08
H -0.84 -4.77 3.66
H -0.40 -1.75 2.62
H -0.54 4.33 -1.07
H 0.10 -3.61 1.40
H -3.21 -5.91 0.21
H -3.78 -6.30 8.30
H -2.63 -8.86 5.01
H 5.50 1.77 0.06
```

Atomic partial charges in e from the Löwdin method, atoms 1 to 6: number 1, S, carries 0.5444; number 2, F, carries -0.1355; number 3, O, carries -0.2212; number 4, O, carries -0.2199; number 5, N, carries 0.0024; number 6, N, carries 0.0052


no.,total energy (Ha)
1,-1225.8405
2,-465.8436
3,-2122.6903